Entry 1:
ORCA calculation (ωB97M-V/def2-TZVPD) on a 3-piece molecular cluster, H6O3 overall.

Bonds (Å) are listed after each position.
CARTESIAN COORDINATES (ANGSTROEM)
1 O -1.613 0.966 1.914  H2 0.957, H3 0.957
2 H -2.170 1.210 1.175  O1 0.957
3 H -0.930 0.418 1.529  O1 0.957
4 O 0.350 -0.552 0.747  H5 0.957, H6 0.957
5 H 0.433 -0.421 -0.197  O4 0.957
6 H 1.243 -0.466 1.081  O4 0.957
7 O 1.181 -0.375 -1.816  H8 0.957, H9 0.957
8 H 0.583 0.332 -2.060  O7 0.957
9 H 0.922 -1.110 -2.372  O7 0.957

Output
F_max = 0.0168 Eh/bohr
2S+1 = 1
DFT total energy = -229.3122 a.u.
Kohn-Sham gap = 10.9 eV
SMILES string = O.O.O
Highest occupied orbital energy = -10.5 eV

---

Entry 2:
ORCA calculation (ωB97M-V/def2-TZVPD) on one molecule with the formula C3H6N2O2.

Bonds (Å) are listed after each position.
CARTESIAN COORDINATES (ANGSTROEM)
1 O -0.899 1.267 -1.930  C2 1.207
2 C -0.216 0.561 -1.228  O1 1.207, N3 1.399, C7 1.501
3 N -0.824 -0.133 -0.176  C2 1.399, C4 1.403, H8 1.007
4 C -0.182 -0.706 0.932  N3 1.403, N5 1.364, O6 1.209
5 N -0.913 -0.550 2.073  C4 1.364, H9 1.008, H10 1.004
6 O 0.867 -1.305 0.878  C4 1.209
7 C 1.270 0.418 -1.381  C2 1.501, H11 1.091, H12 1.084, H13 1.086
8 H -1.819 -0.013 -0.078  N3 1.007
9 H -1.537 0.238 2.144  N5 1.008
10 H -0.638 -0.917 2.967  N5 1.004
11 H 1.760 0.723 -0.455  C7 1.091
12 H 1.558 -0.617 -1.524  C7 1.084
13 H 1.574 1.034 -2.222  C7 1.086

Output
F_max = 0.0210 Eh/bohr
2S+1 = 1
DFT total energy = -377.9546 a.u.
Kohn-Sham gap = 10.8 eV
SMILES string = CC(=O)NC(N)=O
Highest occupied orbital energy = -10.2 eV

---

- Which of these has the highest DFT total energy?
  H6O3

---

- Which value of Kohn-Sham gap does entry 1 give?
  10.9 eV